Record 1
Entry from the Open Molecules 2025 dataset: C5H19B2F3NO5SV as an isolated structure in a non-equilibrium geometry (ωB97M-V/def2-TZVPD).

The energy relative to the best compared isomer or geometry (same formula, charge and spin) comes out at 68.92 kcal/mol.

```
! RIJCOSX wB97M-V def2-TZVPD def2/J DEFGRID3
* xyz -1 2
O 9.620 -13.596 19.780
V 9.796 -12.179 20.455
B 10.772 -11.331 18.549
H 11.046 -11.497 17.518
H 11.329 -12.039 19.143
H 10.956 -10.319 18.874
H 9.734 -11.617 18.608
B 7.532 -11.276 20.221
H 6.633 -11.058 19.666
H 7.434 -10.964 21.249
H 7.795 -12.320 20.157
H 8.322 -10.711 19.749
C 8.989 -13.762 25.076
F 10.078 -14.562 24.968
F 7.940 -14.523 24.717
F 8.809 -13.427 26.363
S 8.953 -12.331 23.737
O 10.034 -11.414 24.115
O 9.195 -12.817 22.388
O 7.547 -11.826 23.927
C 12.974 -9.448 22.066
C 12.167 -10.590 21.394
C 12.686 -11.922 22.047
O 11.808 -12.992 21.656
C 12.296 -14.224 22.093
N 10.742 -10.470 21.530
H 14.014 -9.764 22.150
H 12.453 -9.219 22.995
H 12.904 -8.686 21.290
H 12.404 -10.571 20.331
H 12.693 -11.918 23.137
H 13.734 -12.131 21.830
H 12.291 -14.314 23.180
H 13.331 -14.312 21.761
H 11.821 -15.125 21.705
H 10.631 -10.355 22.527
H 10.426 -9.575 21.184
*
```

---

Record 2
Entry from the Open Molecules 2025 dataset: C40H80AlKO34P as an isolated structure in a non-equilibrium geometry (ωB97M-V/def2-TZVPD).

The energy relative to the best compared isomer or geometry (same formula, charge and spin) comes out at 0.00 kcal/mol.

```
! RIJCOSX wB97M-V def2-TZVPD def2/J DEFGRID3
* xyz 1 1
Al -13.313 26.834 9.378
K -14.317 21.579 8.033
P -13.395 24.471 7.207
O -12.058 25.237 7.247
O -14.517 25.506 7.304
O -13.527 23.930 8.666
O -13.352 23.323 6.140
C -9.094 18.518 3.641
C -8.631 18.654 5.097
O -9.264 19.829 5.620
C -8.999 20.166 6.876
O -8.279 19.627 7.653
O -9.659 21.286 7.216
C -10.297 22.069 6.227
H -8.908 17.499 3.292
H -8.684 19.197 2.901
H -10.183 18.557 3.674
H -7.553 18.849 5.099
H -8.789 17.832 5.795
H -11.273 21.699 5.909
H -9.681 22.205 5.338
H -10.510 23.086 6.561
C -12.934 16.449 7.629
C -11.744 16.963 6.858
O -11.989 17.624 5.619
C -12.740 18.733 5.647
O -13.226 19.232 6.639
O -12.752 19.227 4.433
C -13.482 20.407 4.116
H -13.764 15.986 7.096
H -13.342 17.317 8.155
H -12.619 15.708 8.363
H -11.252 16.035 6.539
H -10.969 17.477 7.430
H -13.977 20.917 4.932
H -14.072 20.209 3.220
H -12.750 21.085 3.660
C -14.504 31.817 7.933
C -14.334 31.287 6.534
O -13.010 30.834 6.292
C -12.717 29.557 6.413
O -13.276 28.786 7.173
O -11.625 29.341 5.709
C -11.064 28.068 5.512
H -15.373 32.466 8.067
H -13.725 32.530 8.225
H -14.503 31.015 8.669
H -14.613 31.969 5.731
H -15.059 30.477 6.400
H -10.299 28.129 4.747
H -11.828 27.324 5.271
H -10.662 27.640 6.438
C -18.522 28.904 12.486
C -17.293 28.947 11.610
O -17.744 28.812 10.249
C -16.798 28.833 9.325
O -15.605 28.852 9.479
O -17.413 28.665 8.145
C -16.633 28.207 7.067
H -18.215 28.477 13.446
H -19.312 28.210 12.197
H -19.003 29.872 12.607
H -16.630 28.105 11.826
H -16.708 29.851 11.781
H -15.623 28.599 6.953
H -17.138 28.465 6.134
H -16.545 27.118 7.061
C -18.227 23.547 8.117
C -16.857 23.962 8.602
O -16.674 23.637 9.986
C -16.269 24.650 10.752
O -15.963 25.751 10.369
O -16.219 24.218 12.001
C -15.481 25.069 12.882
H -18.944 24.319 8.412
H -18.609 22.657 8.621
H -18.258 23.470 7.033
H -16.780 25.036 8.473
H -16.153 23.434 7.957
H -16.093 25.956 13.039
H -14.466 25.216 12.520
H -15.376 24.576 13.848
C -7.786 24.377 7.534
C -8.850 25.391 7.920
O -8.488 25.872 9.230
C -9.284 26.737 9.847
O -10.361 27.116 9.475
O -8.733 26.997 11.020
C -9.324 27.972 11.861
H -8.058 24.034 6.536
H -7.876 23.547 8.236
H -6.796 24.816 7.588
H -9.887 25.073 7.804
H -8.845 26.302 7.309
H -9.547 27.599 12.859
H -10.260 28.354 11.454
H -8.636 28.810 11.958
C -10.365 25.518 15.000
C -11.428 25.035 14.028
O -10.800 24.103 13.125
C -11.083 24.112 11.852
O -11.796 24.917 11.280
O -10.433 23.132 11.253
C -10.748 22.834 9.905
H -9.515 26.049 14.581
H -9.912 24.684 15.544
H -10.905 26.025 15.803
H -11.847 25.895 13.511
H -12.197 24.457 14.535
H -10.125 22.016 9.559
H -10.736 23.712 9.262
H -11.778 22.451 9.782
C -14.084 26.986 3.648
C -15.122 28.099 3.500
O -15.123 28.592 2.163
C -14.090 29.296 1.745
O -13.132 29.602 2.413
O -14.265 29.594 0.479
C -13.334 30.408 -0.196
H -13.095 27.355 3.399
H -14.239 26.107 3.009
H -14.253 26.468 4.598
H -14.788 28.915 4.146
H -16.131 27.786 3.748
H -13.545 30.282 -1.255
H -12.318 30.129 0.088
H -13.429 31.474 0.027
C -7.572 21.553 0.525
C -9.077 21.492 0.710
O -9.382 22.349 1.822
C -10.662 22.700 1.975
O -11.539 22.473 1.186
O -10.754 23.361 3.120
C -11.927 24.120 3.320
H -7.284 22.520 0.107
H -7.216 20.852 -0.232
H -6.998 21.401 1.436
H -9.448 20.492 0.942
H -9.617 21.846 -0.167
H -12.193 24.673 2.413
H -11.799 24.887 4.081
H -12.798 23.508 3.553
C -19.963 22.690 0.249
C -18.686 22.202 0.925
O -18.170 23.204 1.820
C -17.160 22.812 2.599
O -16.794 21.677 2.782
O -16.747 23.875 3.279
C -15.937 23.763 4.427
H -20.924 22.315 0.584
H -19.894 22.359 -0.795
H -19.894 23.761 0.046
H -17.945 22.030 0.147
H -18.871 21.288 1.486
H -15.106 23.069 4.321
H -16.459 23.357 5.303
H -15.733 24.803 4.658
*
```

---

Record 3
Entry from the Open Molecules 2025 dataset: one molecule with the formula C5H8O2 (ωB97M-V/def2-TZVPD).

As for the SMILES: CC(=O)C1(O)CC1. The energy relative to the best compared isomer or geometry (same formula, charge and spin) comes out at 24.91 kcal/mol.

```
! RIJCOSX wB97M-V def2-TZVPD def2/J DEFGRID3
* xyz 0 1
C 1.519 0.268 -1.165
C 1.054 -0.399 0.107
O 1.867 -0.959 0.825
C -0.368 -0.382 0.581
O -0.552 -1.218 1.672
C -1.545 -0.195 -0.330
C -1.129 0.929 0.571
H 2.428 -0.258 -1.463
H 0.791 0.251 -1.981
H 1.793 1.311 -0.965
H 0.353 -1.394 1.988
H -2.430 -0.757 -0.044
H -1.387 -0.107 -1.402
H -0.667 1.815 0.144
H -1.725 1.095 1.463
*
```

---

Record 4
Entry from the Open Molecules 2025 dataset: a 6-piece molecular cluster, C14H37BrClO5 overall (ωB97M-V/def2-TZVPD).

As for the calculated total energy: -3965.967871 Ha.

```
! RIJCOSX wB97M-V def2-TZVPD def2/J DEFGRID3
* xyz -1 1
Cl -2.325 -1.986 0.056
C -4.030 -1.618 0.498
C -4.224 -0.280 1.189
C -3.223 0.044 2.307
C -2.193 1.024 1.763
Br -0.482 0.729 2.813
H -4.339 -2.440 1.143
H -4.588 -1.678 -0.436
H -5.245 -0.329 1.591
H -4.210 0.536 0.459
H -2.802 -0.906 2.682
H -3.766 0.479 3.153
H -1.858 0.649 0.792
C -2.283 5.644 2.450
C -2.898 4.907 1.269
O -2.116 3.832 0.822
H -1.291 6.018 2.188
H -2.904 6.490 2.758
H -2.176 4.969 3.302
H -3.001 5.591 0.420
H -3.909 4.568 1.539
H -2.002 3.180 1.552
C 2.389 -1.756 3.058
C 2.413 -1.890 1.548
O 1.136 -2.208 1.011
H 2.017 -2.673 3.518
H 3.383 -1.536 3.453
H 1.716 -0.935 3.300
H 3.073 -2.704 1.240
H 2.794 -0.963 1.102
H 0.511 -1.524 1.298
C 4.349 -1.329 -2.560
C 4.565 -2.815 -2.342
O 4.268 -3.217 -1.013
H 4.958 -0.752 -1.863
H 4.614 -1.043 -3.579
H 3.302 -1.064 -2.397
H 5.612 -3.079 -2.497
H 3.970 -3.391 -3.062
H 3.341 -3.010 -0.842
C -0.865 4.685 -2.057
C 0.245 5.642 -2.433
O 0.405 6.688 -1.475
H -1.811 5.219 -1.950
H -0.989 3.908 -2.813
H -0.664 4.198 -1.101
H 0.040 6.153 -3.375
H 1.187 5.095 -2.555
H 0.537 6.271 -0.616
C 1.613 -6.166 -1.131
C 0.980 -5.439 -2.302
O -0.438 -5.436 -2.271
H 1.255 -7.196 -1.093
H 2.699 -6.173 -1.244
H 1.377 -5.677 -0.184
H 1.239 -5.942 -3.236
H 1.366 -4.415 -2.363
H -0.723 -4.950 -1.487
*
```